# 1
A molecular structure, C43H35N2O4SV. Source: the Open Molecules 2025 dataset; level of theory: ωB97M-V/def2-TZVPD.

Element x y z (Å)
V: -0.790721 -0.212661 0.255750
O: -0.400969 1.414249 0.018013
C: 0.321777 2.417872 0.828790
C: 0.994312 1.591686 1.935698
C: 1.886750 0.531873 1.349482
C: 3.248807 0.555593 1.570911
C: 4.045377 -0.418052 0.993843
C: 3.453621 -1.388008 0.207953
C: 2.081825 -1.380452 0.011771
C: 1.458360 -2.474900 -0.820132
C: 0.356045 -2.022553 -1.777250
O: -0.630686 -1.465980 -0.828554
C: 0.744842 -0.919172 -2.737105
C: -0.250723 -0.107344 -3.276784
C: 0.067150 0.870845 -4.204225
C: 1.383108 1.033774 -4.618762
C: 2.375704 0.220234 -4.095585
C: 2.060185 -0.749484 -3.151887
C: -0.329826 -3.202110 -2.441694
C: -0.183544 -3.429354 -3.805018
C: -0.780627 -4.537498 -4.391578
C: -1.534425 -5.411286 -3.624816
C: -1.686374 -5.183905 -2.262850
C: -1.081601 -4.088038 -1.669922
N: 1.314470 -0.430030 0.586435
C: -0.757980 3.370111 1.304285
C: -1.320977 3.292412 2.573738
C: -2.376429 4.126583 2.922247
C: -2.880468 5.033208 2.002881
C: -2.321024 5.115271 0.733046
C: -1.263209 4.291383 0.386937
C: 1.382975 3.076267 -0.030691
C: 2.026533 4.194110 0.498889
C: 3.067622 4.791477 -0.190077
C: 3.471078 4.279982 -1.417723
C: 2.827657 3.174125 -1.946760
C: 1.785949 2.564618 -1.255518
H: 0.235470 1.128353 2.568266
H: 1.586679 2.260015 2.558010
H: 3.673950 1.340901 2.179741
H: 5.116029 -0.416028 1.149166
H: 4.047362 -2.160094 -0.261696
H: 1.026677 -3.235535 -0.164007
H: 2.238460 -2.975839 -1.391779
H: -1.286641 -0.258986 -2.993947
H: -0.713276 1.493992 -4.620079
H: 1.629363 1.786559 -5.355682
H: 3.400551 0.330602 -4.424747
H: 2.850359 -1.382371 -2.769396
H: 0.396327 -2.750440 -4.415955
H: -0.657652 -4.711567 -5.451837
H: -2.003468 -6.270113 -4.085461
H: -2.272802 -5.865739 -1.661574
H: -1.208827 -3.920986 -0.606200
H: -0.944048 2.602103 3.316572
H: -2.797481 4.071121 3.917027
H: -3.698304 5.685352 2.278505
H: -2.701289 5.831688 0.017189
H: -0.819449 4.365563 -0.598428
H: 1.701852 4.609740 1.446309
H: 3.557445 5.662126 0.224490
H: 4.279411 4.750338 -1.961057
H: 3.130936 2.779291 -2.906787
H: 1.288640 1.705765 -1.689057
S: -5.106575 -0.333105 -1.099040
C: -4.735950 1.219314 -0.482846
C: -3.441263 1.277615 -0.100331
N: -2.757965 0.093384 -0.298748
C: -3.530626 -0.840360 -0.821053
H: -5.474999 2.001926 -0.438992
H: -2.930490 2.132323 0.317909
H: -3.180357 -1.839713 -1.035666
O: -2.301534 -2.654053 1.448779
C: -1.605204 -2.074458 2.219473
O: -1.151601 -0.760016 1.843789
C: -1.110208 -2.491972 3.527044
C: -0.231080 -1.710756 4.278557
C: 0.208351 -2.170001 5.506146
C: -0.231270 -3.399535 5.982762
C: -1.108023 -4.177675 5.235890
C: -1.549640 -3.728686 4.005823
H: 0.101554 -0.751555 3.907062
H: 0.887232 -1.571879 6.098066
H: 0.110637 -3.753451 6.946191
H: -1.447171 -5.130762 5.616913
H: -2.234697 -4.317242 3.410928

Forces on atoms 1 to 3 (eV/Å):
0.0 -0.1 0.1
0.1 -0.1 0.0
0.0 0.0 0.0

Values from the calculation:
- total charge = +2
- multiplicity = 1
- DFT total energy (eV) = -92841.2674
- orbital gap (eV) = 6.2

---

# 2
A molecular structure, C43H35OP3S2Ti. Source: the Open Molecules 2025 dataset; level of theory: ωB97M-V/def2-TZVPD.

Element x y z (Å)
Ti: -0.313399 -0.531993 -0.091174
S: 1.862598 -0.145085 -1.002468
P: 1.272083 1.678054 -0.211400
C: -0.324550 1.519421 0.337769
P: -1.701373 1.720841 -0.626493
S: -2.624225 -0.138019 -0.665806
C: -1.442834 2.196413 -2.360970
C: -1.056600 1.267363 -3.325151
C: -0.782171 1.659220 -4.626737
C: -0.893944 2.997153 -4.984580
C: -1.275110 3.934841 -4.036528
C: -1.546583 3.536848 -2.733460
C: -2.845846 2.968535 -0.008032
C: -2.446959 3.785031 1.042035
C: -3.306569 4.767366 1.526291
C: -4.563701 4.921618 0.965168
C: -4.970335 4.094514 -0.079530
C: -4.115361 3.120180 -0.564847
C: 1.589033 3.002803 -1.402673
C: 2.137475 2.782963 -2.657429
C: 2.411766 3.859554 -3.498070
C: 2.144189 5.153770 -3.083324
C: 1.589325 5.381272 -1.826679
C: 1.310910 4.312148 -0.992049
C: 2.362135 2.068718 1.165439
C: 3.727053 2.234739 0.931883
C: 4.577641 2.551877 1.975693
C: 4.068820 2.704768 3.262575
C: 2.713633 2.540490 3.497711
C: 1.855075 2.222053 2.448877
H: -0.988491 0.215008 -3.083986
H: -0.490556 0.921870 -5.364501
H: -0.685975 3.306571 -6.002522
H: -1.362148 4.979429 -4.310035
H: -1.835627 4.282536 -2.003871
H: -1.466865 3.644144 1.482790
H: -2.995554 5.405073 2.343668
H: -5.236132 5.682205 1.342970
H: -5.955296 4.212851 -0.512004
H: -4.434394 2.479199 -1.378694
H: 2.344025 1.770970 -2.983606
H: 2.839398 3.682117 -4.477074
H: 2.365851 5.988429 -3.736954
H: 1.379888 6.391990 -1.500066
H: 0.887592 4.498164 -0.009990
H: 4.126882 2.120339 -0.069986
H: 5.635140 2.684694 1.788965
H: 4.734698 2.954407 4.078986
H: 2.319006 2.661327 4.498216
H: 0.794716 2.089020 2.621895
O: -0.037539 -1.736853 1.347724
P: -0.001366 -3.299158 1.218169
C: 1.450607 -3.964647 1.967351
C: 2.661762 -3.922590 1.266310
C: 3.828141 -4.343576 1.881015
C: 3.792887 -4.803711 3.192223
C: 2.597925 -4.838228 3.897205
C: 1.424479 -4.414935 3.290972
C: -1.443550 -3.955988 2.007319
C: -2.468393 -3.089173 2.385585
C: -3.629717 -3.604562 2.949042
C: -3.763135 -4.972276 3.132290
C: -2.740757 -5.839563 2.758171
C: -1.582335 -5.334976 2.194311
C: -0.009285 -3.799891 -0.511454
C: -0.496378 -2.996469 -1.554198
C: -0.619748 -3.477596 -2.842305
C: -0.248623 -4.786809 -3.118781
C: 0.250662 -5.596907 -2.109691
C: 0.370030 -5.109368 -0.815399
H: 2.697167 -3.557247 0.247397
H: 4.764610 -4.311687 1.339820
H: 4.706933 -5.135623 3.668672
H: 2.579366 -5.192681 4.919279
H: 0.497090 -4.436600 3.848247
H: -2.367976 -2.022439 2.247002
H: -4.427106 -2.933873 3.242978
H: -4.668925 -5.371814 3.571029
H: -2.846758 -6.906331 2.906843
H: -0.789840 -6.017833 1.908816
H: -0.847100 -1.986069 -1.411772
H: -1.000691 -2.833328 -3.623827
H: -0.343322 -5.173918 -4.125920
H: 0.550933 -6.613470 -2.328789
H: 0.771595 -5.757583 -0.045842

Forces on atoms 1 to 3 (eV/Å):
0.2 0.8 0.5
0.0 0.3 -0.2
0.2 0.2 -0.1

Values from the calculation:
- total charge = +1
- multiplicity = 2
- DFT total energy (eV) = -119857.9539
- orbital gap (spin up / spin down) (eV) = 7.6 / 8.2